1.
This record from the Open Molecules 2025 dataset describes a cluster of 17 separate species, C21H26Cl48F6P in total. The level of theory is the ωB97M-V functional and the def2-TZVPD basis.

E_HOMO: -4.2 eV
Charge: -1
Maximum force: 0.0572 Eh/bohr
Orbital gap: 5.7 eV
LUMO level: 1.5 eV

Geometry as XYZ:
```
102
Properties=species:S:1:pos:R:3:forces:R:3
F 4.121 -2.374 1.379 0.15 0.33 -0.25
C 3.306 -1.464 0.629 -0.69 -0.56 1.07
C 2.291 -0.839 1.589 0.16 0.92 -0.71
C 1.471 0.308 0.926 0.92 -1.14 -0.10
P 0.266 -0.275 -0.425 0.52 0.92 -0.95
C -1.009 -1.022 0.855 0.02 -0.57 -1.51
F -0.774 -0.782 2.147 0.21 -0.02 1.41
F -2.230 -0.452 0.591 -0.95 0.42 -0.02
C -1.300 -2.534 0.683 0.06 2.72 0.93
F -0.291 -3.277 0.984 2.23 -1.49 0.48
F -1.723 -2.803 -0.499 -0.45 -0.60 -2.84
F -2.283 -2.897 1.484 -1.60 -0.76 1.95
H 2.833 -2.095 -0.111 -0.06 0.17 -0.34
H 3.950 -0.717 0.186 0.27 0.13 -0.14
H 2.872 -0.386 2.387 0.06 -0.07 0.24
H 1.662 -1.611 2.019 -0.15 -0.17 0.02
H 1.043 0.978 1.669 -0.30 -0.22 0.17
H 2.222 0.910 0.410 -0.24 0.16 -0.32
H 0.915 -1.582 -0.569 -0.05 -0.20 0.30
H -0.683 -0.664 -1.470 -0.17 -0.20 -0.01
H -0.433 1.013 -0.368 -0.07 -0.13 0.50
H 1.153 0.256 -1.460 0.06 0.03 -0.07
C -4.780 1.719 -0.453 0.02 -0.01 0.17
Cl -3.894 3.231 -0.691 -0.41 -0.50 0.14
Cl -5.638 1.726 1.094 0.08 0.02 -0.09
Cl -5.913 1.445 -1.781 0.04 0.00 -0.01
H -4.061 0.908 -0.444 0.03 -0.02 0.04
C 8.592 -3.078 -0.930 -0.01 0.15 -0.10
Cl 8.415 -4.055 -2.391 -0.02 -0.01 0.08
Cl 10.214 -3.268 -0.249 -0.05 -0.02 0.02
Cl 8.255 -1.376 -1.264 0.03 -0.16 0.28
H 7.872 -3.427 -0.201 0.01 0.01 -0.01
C -2.397 6.776 -2.906 0.17 -0.23 0.08
Cl -2.598 5.820 -4.378 -0.03 0.03 -0.01
Cl -2.846 5.832 -1.487 0.07 0.61 -0.11
Cl -0.736 7.357 -2.764 -0.04 -0.13 -0.16
H -3.054 7.632 -2.966 -0.02 0.04 -0.03
C 3.059 -1.085 5.576 0.01 -0.10 -0.24
Cl 3.580 -2.077 4.220 0.13 -0.18 0.43
Cl 3.691 0.556 5.401 -0.04 0.03 0.07
Cl 1.296 -1.070 5.694 0.01 0.03 0.03
H 3.456 -1.507 6.488 -0.01 0.02 0.07
C 6.396 -1.591 -5.161 0.05 -0.24 0.29
Cl 6.446 -3.111 -6.063 -0.03 0.03 -0.05
Cl 5.179 -1.676 -3.879 0.28 0.07 -0.10
Cl 8.005 -1.208 -4.532 -0.24 0.11 -0.26
H 6.108 -0.805 -5.841 0.04 0.04 -0.06
C -6.469 -2.600 1.172 0.31 0.12 -0.03
Cl -7.642 -1.794 0.121 -0.11 0.01 -0.03
Cl -4.862 -1.926 0.960 -0.25 -0.01 -0.07
Cl -6.962 -2.488 2.862 -0.17 0.01 0.05
H -6.433 -3.646 0.898 -0.08 -0.05 -0.01
C 0.332 2.916 -3.159 -0.23 -0.33 0.23
Cl 0.533 1.359 -3.973 -0.17 0.29 0.49
Cl -1.062 2.878 -2.074 0.27 0.16 -0.44
Cl 1.798 3.367 -2.275 0.03 0.03 -0.04
H 0.145 3.667 -3.914 0.06 0.05 -0.01
C -7.738 -3.584 -3.323 0.18 -0.06 -0.04
Cl -6.046 -3.639 -2.840 -0.04 0.02 0.03
Cl -7.897 -2.987 -4.978 -0.03 0.01 0.03
Cl -8.487 -5.177 -3.162 -0.04 0.01 0.03
H -8.254 -2.899 -2.665 -0.02 0.02 0.04
C -3.036 -5.488 3.565 -0.04 0.05 0.05
Cl -1.921 -5.976 4.845 -0.01 0.00 -0.03
Cl -3.482 -6.872 2.563 0.02 -0.02 -0.03
Cl -4.477 -4.735 4.249 0.09 -0.03 -0.04
H -2.537 -4.761 2.936 0.00 0.02 -0.01
C 3.319 3.615 2.879 -0.07 -0.37 -0.03
Cl 1.629 3.342 3.297 0.07 0.04 -0.03
Cl 4.301 3.768 4.343 0.05 0.16 0.03
Cl 3.935 2.314 1.855 0.12 0.29 0.16
H 3.387 4.541 2.328 0.03 0.05 0.00
C 2.567 0.638 -7.660 -0.24 0.03 -0.13
Cl 3.767 0.035 -6.511 -0.80 -0.10 0.08
Cl 1.942 -0.694 -8.639 0.07 -0.01 -0.09
Cl 1.216 1.487 -6.888 0.61 -0.21 -0.47
H 3.069 1.337 -8.314 0.01 0.00 -0.05
C 1.078 10.364 -0.386 -0.10 -0.01 -0.18
Cl 1.267 12.097 -0.679 0.02 -0.01 0.05
Cl -0.602 9.875 -0.596 0.07 0.18 0.21
Cl 2.134 9.435 -1.452 0.00 0.00 0.05
H 1.365 10.161 0.636 0.03 -0.01 0.04
C 6.188 3.395 -5.638 0.02 -0.09 0.27
Cl 6.265 1.877 -6.535 0.39 0.33 -0.14
Cl 4.955 3.303 -4.386 -0.05 0.01 -0.03
Cl 7.763 3.794 -4.943 -0.02 0.03 -0.05
H 5.913 4.180 -6.328 0.02 0.02 -0.05
C 1.982 7.499 4.925 0.05 -0.27 0.10
Cl 0.947 6.291 5.685 0.02 0.08 -0.04
Cl 3.469 7.717 5.851 -0.02 0.05 -0.02
Cl 2.350 7.048 3.257 -0.04 0.12 -0.04
H 1.451 8.439 4.910 -0.01 0.05 -0.02
C -5.918 -5.349 8.090 -0.15 0.02 -0.07
Cl -6.633 -6.897 7.632 0.05 0.01 0.00
Cl -6.497 -4.060 7.036 -0.02 0.02 0.06
Cl -6.268 -4.978 9.781 0.04 -0.01 0.00
H -4.846 -5.423 7.974 0.04 -0.01 -0.02
C -6.491 -9.235 0.697 -0.19 0.10 0.04
Cl -7.219 -10.775 0.229 0.05 -0.01 -0.01
Cl -7.053 -7.936 -0.357 0.06 -0.02 0.01
Cl -6.846 -8.865 2.385 0.04 -0.01 -0.03
H -5.419 -9.320 0.587 0.04 -0.01 -0.01
```
Positions in Å, forces in eV/Å.

---

2.
This record from the Open Molecules 2025 dataset describes an isolated molecule of C21H26F3NO5. The level of theory is the ωB97M-V functional and the def2-TZVPD basis.

E_HOMO: -9.1 eV
Maximum force: 0.0169 Eh/bohr
SMILES string: O=C(C1=C[C@H](c2ccc(C(F)(F)F)cc2)C[C@H](OCCCCO)O1)N1CCOCC1
Orbital gap: 9.7 eV
LUMO level: 0.6 eV
Relative energy (zero: lowest compared OMol25 entry of this formula, charge and spin): 15.1 kJ/mol

Geometry as XYZ:
```
56
Properties=species:S:1:pos:R:3:forces:R:3
O -4.559 -1.999 0.773 -0.11 -0.24 -0.08
C -3.665 -1.193 0.602 0.20 -0.10 0.01
C -2.417 -1.569 -0.155 0.05 -0.35 -0.03
C -1.620 -2.550 0.258 0.01 0.10 -0.21
C -0.414 -2.965 -0.531 -0.12 0.09 -0.18
C 0.859 -2.300 -0.050 0.27 -0.15 0.24
C 0.848 -1.350 0.964 0.11 -0.07 0.08
C 2.003 -0.683 1.320 0.16 -0.09 -0.08
C 3.193 -0.973 0.664 0.09 0.03 0.00
C 4.408 -0.165 1.004 0.12 0.10 0.09
F 5.530 -0.598 0.420 0.02 -0.20 -0.17
F 4.257 1.126 0.617 -0.11 0.21 -0.10
F 4.653 -0.117 2.324 -0.12 -0.08 0.15
C 3.232 -1.956 -0.314 0.08 0.15 0.11
C 2.069 -2.618 -0.657 -0.11 0.00 0.12
C -0.692 -2.602 -1.999 -0.11 0.32 0.19
C -1.111 -1.136 -2.091 0.35 -0.21 -0.76
O -0.027 -0.351 -1.699 -0.17 -0.12 -0.03
C -0.104 1.019 -2.053 0.12 0.21 0.06
C 1.103 1.728 -1.451 -0.37 0.04 -0.22
C 1.058 3.232 -1.710 0.39 -0.12 0.26
C 2.306 3.955 -1.186 -0.34 0.05 -0.50
O 2.447 3.877 0.211 0.02 -0.16 0.44
O -2.262 -0.856 -1.318 -0.31 0.03 0.34
N -3.702 0.060 1.101 -0.10 0.27 0.13
C -2.689 1.078 0.953 0.09 0.39 -0.24
C -3.267 2.227 0.117 0.35 -0.16 0.05
O -4.439 2.739 0.707 -0.02 0.17 0.07
C -5.426 1.741 0.843 -0.11 -0.27 0.22
C -4.920 0.573 1.696 -0.37 0.12 -0.15
H -1.842 -3.055 1.183 -0.17 0.00 0.15
H -0.285 -4.051 -0.457 -0.03 0.09 -0.01
H -0.077 -1.114 1.467 -0.07 0.04 0.01
H 1.988 0.067 2.096 -0.02 0.07 0.09
H 4.163 -2.192 -0.806 0.07 -0.02 -0.03
H 2.105 -3.383 -1.418 -0.02 -0.09 -0.12
H -1.509 -3.219 -2.376 0.03 -0.01 -0.03
H 0.188 -2.743 -2.622 -0.02 -0.02 -0.06
H -1.411 -0.880 -3.123 0.06 -0.02 0.28
H -1.035 1.459 -1.673 0.04 -0.01 -0.04
H -0.104 1.114 -3.150 -0.03 0.02 0.09
H 1.111 1.531 -0.378 0.03 -0.03 0.04
H 2.011 1.296 -1.877 0.08 -0.05 0.02
H 0.979 3.419 -2.782 -0.04 0.06 -0.09
H 0.179 3.657 -1.223 -0.06 0.09 -0.03
H 3.199 3.562 -1.689 -0.03 0.06 -0.02
H 2.221 5.021 -1.414 0.08 -0.10 -0.05
H 2.798 3.011 0.442 0.02 0.02 0.01
H -1.795 0.673 0.484 0.03 0.01 0.03
H -2.432 1.457 1.950 0.04 -0.02 -0.09
H -2.564 3.061 0.063 0.02 -0.08 -0.05
H -3.484 1.858 -0.898 0.06 0.03 0.06
H -6.283 2.223 1.314 0.00 -0.09 -0.05
H -5.718 1.364 -0.149 -0.01 0.02 0.08
H -5.651 -0.235 1.728 0.06 0.11 0.05
H -4.704 0.921 2.711 -0.04 -0.03 -0.04
```
Positions in Å, forces in eV/Å.

---

What is the formula in the second record? C21H26F3NO5

---

Which formula does entry 2 have? C21H26F3NO5